[1]
CH2N2O3S2 in the gas phase. Source: the Open Molecules 2025 dataset; level of theory: the ωB97M-V functional and the def2-TZVPD basis.

Summary:
* Kohn-Sham gap: 9.838 eV
* F_max: 0.0897 hartree/bohr
* net charge: 0
* energy relative to the best compared isomer or geometry (same formula, charge and spin): 55.9 kcal/mol
* HOMO level: -10.05 eV

```
10
CH2N2O3S2 (the ωB97M-V functional and the def2-TZVPD basis)
C 0.52461 -0.09292 0.03652
N 0.39153 0.30967 1.28338
N 0.56567 -1.36649 -0.17161
O 0.26562 0.85919 -0.82944
O 0.07810 -2.25710 2.32946
O 2.20894 -1.38563 1.93801
S 1.11037 0.72262 -2.28092
S 0.93650 -1.64005 1.41993
H 0.60720 1.26787 1.38346
H 1.25349 2.07624 -2.37805
```

---

[2]
C49H53GeN2O3S2Sb2W as an isolated structure. Source: the Open Molecules 2025 dataset; level of theory: the ωB97M-V functional and the def2-TZVPD basis.

Summary:
* Kohn-Sham gap (spin up / spin down): 6.512 / 6.487 eV
* F_max: 0.0055 hartree/bohr
* net charge: +1
* energy relative to the best compared isomer or geometry (same formula, charge and spin): 35.0 kcal/mol
* HOMO level (spin up / spin down): -10.28 / -10.38 eV

```
113
C49H53GeN2O3S2Sb2W (the ωB97M-V functional and the def2-TZVPD basis)
W 0.69971 0.98382 -0.49688
C -1.99718 -0.58848 2.94747
C -0.85824 0.05724 2.22487
N -0.78796 0.03163 0.92620
N -1.83242 -0.67809 0.32266
C -1.52313 -1.25115 -0.77490
S 0.05918 -1.17656 -1.53628
S -2.62816 -2.28079 -1.62629
C -4.11604 -2.22461 -0.60053
C -4.02878 -2.80412 0.79081
C -3.12300 -3.80381 1.12730
C -3.11632 -4.34216 2.40564
C -4.02196 -3.89604 3.35923
C -4.93272 -2.90457 3.02697
C -4.93132 -2.35924 1.75026
C 0.20971 0.66221 3.02587
C 0.24441 0.45695 4.41546
C 1.23549 1.00159 5.20273
C 2.22784 1.78904 4.62472
C 2.22386 2.01020 3.26344
C 1.23167 1.43810 2.47644
O 1.29023 1.68013 1.14530
H -2.83307 -0.76203 2.28323
H -2.30884 0.02188 3.79230
H -1.67535 -1.56176 3.32972
H -4.83115 -2.79218 -1.20211
H -4.46760 -1.19378 -0.56399
H -2.41395 -4.15685 0.38865
H -2.40691 -5.12034 2.65630
H -4.02154 -4.32474 4.35269
H -5.64646 -2.55255 3.76050
H -5.64124 -1.57982 1.49682
H -0.51294 -0.15443 4.88113
H 1.23808 0.81614 6.26755
H 3.00549 2.22398 5.23780
H 2.98942 2.60339 2.78212
C 2.96974 -2.54389 -0.83188
Sb 2.09564 -1.35561 0.72064
C 3.90917 -0.26490 1.18622
C 2.24115 0.79806 -2.03774
C 3.57344 1.49501 -2.15058
C 4.73270 0.78179 -1.84528
C 5.99187 1.34544 -1.95628
C 6.12300 2.65442 -2.39667
C 4.98631 3.37239 -2.72523
C 3.71615 2.81010 -2.61828
C 2.51132 3.63507 -2.95348
Sb 1.39615 3.61734 -1.15703
C -0.01916 5.18872 -1.03837
C 2.84302 4.32884 0.23125
H 3.67726 -3.20576 -0.32726
H 3.50783 -1.97573 -1.58670
H 2.20328 -3.15115 -1.30648
H 4.76902 -0.85868 0.87722
H 3.94302 -0.12148 2.26514
H 3.95648 0.70387 0.69196
H 1.55037 1.15161 -2.83745
H 2.40194 -0.25202 -2.27634
H 4.64564 -0.24421 -1.51651
H 6.86756 0.75991 -1.70927
H 7.10018 3.10755 -2.49510
H 5.07745 4.39053 -3.08525
H 1.87062 3.18386 -3.70946
H 2.78697 4.64340 -3.25544
H 0.51520 6.13731 -1.05220
H -0.55869 5.10098 -0.09631
H -0.71231 5.14048 -1.87219
H 3.18536 5.32272 -0.05332
H 3.69403 3.64934 0.26051
H 2.37787 4.37761 1.21477
O -0.45946 2.85789 -2.96401
C -1.31446 2.17984 -2.41477
O -1.05720 1.38589 -1.39104
C -2.73269 2.11448 -2.90225
C -2.90740 0.91646 -3.84852
Ge -1.91904 0.97441 -5.55689
C -2.60364 -0.48646 -6.65317
C -1.85089 -0.91907 -7.74634
C -2.30532 -1.94243 -8.56468
C -3.52248 -2.55495 -8.29754
C -4.28017 -2.14029 -7.21304
C -3.82277 -1.11129 -6.39923
C -2.22931 2.67690 -6.45652
C -1.76774 3.89014 -5.93981
C -2.01769 5.08451 -6.60187
C -2.73440 5.08491 -7.79026
C -3.20054 3.88858 -8.31387
C -2.94861 2.69412 -7.65174
C -0.00124 0.62030 -5.37246
C 0.97191 1.56900 -5.68576
C 2.32304 1.24402 -5.65090
C 2.72042 -0.04096 -5.30611
C 1.76341 -0.99737 -4.99579
C 0.41472 -0.66667 -5.03020
H -2.95884 3.04575 -3.42163
H -3.39274 2.01271 -2.03909
H -3.96403 0.84859 -4.11494
H -2.65279 -0.01096 -3.33188
H -0.89350 -0.45507 -7.95961
H -1.71007 -2.26354 -9.40981
H -3.87835 -3.35467 -8.93398
H -5.22959 -2.61558 -7.00173
H -4.43271 -0.79997 -5.55902
H -1.20641 3.90513 -5.01249
H -1.65150 6.01727 -6.19110
H -2.92814 6.01588 -8.30710
H -3.75961 3.88323 -9.24068
H -3.31471 1.76552 -8.07460
H 0.67281 2.56911 -5.98014
H 3.06661 1.98974 -5.90542
H 3.77283 -0.29589 -5.28827
H 2.06508 -2.00608 -4.73931
H -0.32209 -1.43150 -4.80708
```

---

[3]
C10H7NO4Pd as an isolated structure. Source: the Open Molecules 2025 dataset; level of theory: the ωB97M-V functional and the def2-TZVPD basis.

Summary:
* <S²>: 2.013
* Kohn-Sham gap (spin up / spin down): 9.215 / 5.735 eV
* F_max: 0.1275 hartree/bohr
* net charge: +2
* energy relative to the best compared isomer or geometry (same formula, charge and spin): 9.4 kcal/mol
* multiplicity: 3
* HOMO level (spin up / spin down): -17.55 / -17.54 eV

```
23
C10H7NO4Pd (the ωB97M-V functional and the def2-TZVPD basis)
O -0.00219 -3.09347 -0.01752
C -0.27025 -1.97452 -0.12061
Pd 0.02849 0.00789 -0.22828
O -2.53399 -0.00150 -3.03154
C -1.79038 -0.00033 -2.16655
C 1.93071 -0.00897 -0.56068
O 3.07889 -0.00068 -0.53569
C -0.25340 1.99662 -0.08377
O -0.01151 3.10391 0.06306
C 0.17019 -0.00680 6.34439
C 0.14335 -0.02204 4.83582
C 1.17933 0.50462 4.10031
C 1.14938 0.51771 2.69687
N 0.09566 0.00405 2.05448
C -0.92258 -0.53456 2.71122
C -0.92377 -0.55650 4.11425
H 1.02946 -0.55516 6.74683
H 0.23755 1.01241 6.74247
H -0.73333 -0.46093 6.74462
H 2.04974 0.93039 4.58999
H 1.96212 0.92824 2.09788
H -1.74882 -0.96329 2.12961
H -1.76453 -0.98450 4.63253
```

---

[4]
C20H31O3Ti as an isolated structure. Source: the Open Molecules 2025 dataset; level of theory: the ωB97M-V functional and the def2-TZVPD basis.

Summary:
* Kohn-Sham gap: 7.794 eV
* F_max: 0.0417 hartree/bohr
* net charge: +1
* energy relative to the best compared isomer or geometry (same formula, charge and spin): 25.3 kcal/mol
* HOMO level: -11.51 eV

```
55
C20H31O3Ti (the ωB97M-V functional and the def2-TZVPD basis)
O -0.45834 -5.55550 -0.43315
C -0.56153 -6.54974 0.66636
C -1.04353 -7.71299 -0.17665
H -1.30143 -6.17508 1.38020
H 0.38839 -6.77251 1.14504
C -0.90042 -6.64362 -1.29696
H -2.07853 -8.03392 -0.02128
H -0.36892 -8.58091 -0.23897
C -2.24931 -6.44229 -1.94455
H -3.00132 -6.18098 -1.19444
H -2.52106 -7.40261 -2.40187
H -2.23609 -5.66870 -2.71694
C 0.15551 -7.05908 -2.30584
H 1.10838 -7.32004 -1.79688
H 0.33789 -6.26214 -3.04556
H -0.20197 -7.96148 -2.84537
Ti 0.28480 -1.10181 -0.53269
C 2.66919 -1.31833 -0.65488
C 2.20964 -1.07151 0.68706
C 1.42609 -2.19303 1.10950
H 2.50554 -0.23605 1.30565
C 1.32517 -3.09876 -0.03287
C 2.07340 -2.51834 -1.10394
H 2.19244 -2.95446 -2.08275
H 3.45110 -0.75249 -1.16353
H 1.16261 -2.41021 2.15573
H 0.84793 -4.07810 -0.05712
C -0.61580 0.17249 -2.62105
C 0.36367 -0.87765 -2.76068
C -0.29919 -2.11407 -2.36052
H 1.39052 -0.74628 -3.13954
C -1.56572 -1.77037 -1.78503
C -1.77909 -0.37342 -2.00838
H -2.67695 0.18720 -1.78183
H -0.49585 1.16653 -3.02551
H 0.03225 -3.12806 -2.55064
H -2.23418 -2.49818 -1.34676
O -1.61189 -2.04100 1.45373
C -2.00838 -3.40279 1.61312
C -2.71292 -3.54900 2.95352
H -1.15501 -4.07211 1.45574
H -2.71714 -3.64283 0.81588
C -3.17802 -2.10995 3.27170
H -1.97803 -3.82688 3.73229
H -3.55709 -4.25944 2.89573
C -2.15092 -1.25134 2.54579
H -3.19892 -1.87576 4.33512
H -4.19138 -1.94439 2.88952
H -1.31707 -1.01634 3.22755
H -2.56185 -0.30927 2.14190
C -0.58941 1.66922 0.77878
O -0.10810 0.49614 0.13468
H -1.62175 1.91641 0.48289
H 0.03578 2.54569 0.55413
H -0.60663 1.48777 1.86363
```

---

[5]
C18H16LiN3S5Se as an isolated structure. Source: the Open Molecules 2025 dataset; level of theory: the ωB97M-V functional and the def2-TZVPD basis.

Summary:
* Kohn-Sham gap: 5.053 eV
* F_max: 0.0052 hartree/bohr
* net charge: -2
* energy relative to the best compared isomer or geometry (same formula, charge and spin): 0.0 kcal/mol
* HOMO level: -0.74 eV

```
44
C18H16LiN3S5Se (the ωB97M-V functional and the def2-TZVPD basis)
Li 0.00916 -0.07100 1.53266
S -6.55543 2.66084 0.25315
C -5.03677 2.07552 0.66633
S -3.56576 2.87257 0.33913
C -2.42951 1.73666 1.05436
C -3.01148 0.63258 1.60358
S -2.26681 -0.76573 2.34761
S -4.76504 0.59981 1.47721
S -0.76082 2.18486 0.95158
C 2.46980 0.92599 -0.16056
N 1.91894 -0.41252 -0.23165
C 1.70785 -0.81484 -1.60141
C 2.75461 -1.37989 0.46266
C 2.87148 -1.13028 1.95008
C 4.10571 -1.35973 2.55586
C 4.25209 -1.20208 3.92804
C 3.14736 -0.80279 4.66985
C 1.93174 -0.56322 4.03101
C 1.72235 -0.70974 2.64744
H 3.45624 0.98706 -0.66224
H 2.58728 1.21639 0.88236
H 1.78250 1.62987 -0.63170
H 2.66045 -0.89943 -2.16312
H 1.07448 -0.09087 -2.11265
H 1.20439 -1.78306 -1.63155
H 3.76277 -1.41493 -0.00321
H 2.30040 -2.36379 0.29749
H 4.96283 -1.65917 1.95344
H 5.21091 -1.37746 4.40655
H 3.23857 -0.66909 5.74556
H 1.09639 -0.24154 4.65224
Se -2.76504 -1.93192 -0.49777
N -1.64462 -0.61922 -0.84053
C -1.97000 -0.11541 -2.01648
C -1.35507 1.04510 -2.58661
C -1.78560 1.48023 -3.79419
C -2.83767 0.80983 -4.50449
C -3.46358 -0.27364 -3.98728
C -3.04671 -0.77250 -2.70965
N -3.57312 -1.80854 -2.08766
H -0.61628 1.56811 -1.99148
H -1.35632 2.37327 -4.23289
H -3.14495 1.20759 -5.46498
H -4.27773 -0.77391 -4.49609
```

---

[6]
C2H4FNS as an isolated structure. Source: the Open Molecules 2025 dataset; level of theory: the ωB97M-V functional and the def2-TZVPD basis.

Summary:
* Kohn-Sham gap: 10.074 eV
* F_max: 0.0924 hartree/bohr
* net charge: 0
* energy relative to the best compared isomer or geometry (same formula, charge and spin): 42.7 kcal/mol
* HOMO level: -9.27 eV

```
9
C2H4FNS (the ωB97M-V functional and the def2-TZVPD basis)
C -0.19305 0.79297 0.15524
C -0.97826 -0.51684 0.05620
H 2.95940 0.01244 -0.28845
H -0.96331 1.69608 0.07819
H -0.51692 -1.14220 -0.74284
H -0.84980 -1.16261 0.92624
N 1.02343 0.98248 -0.08560
F -2.27461 -0.19580 -0.10697
S 1.79311 -0.46653 0.00799
```

---

[7]
C3H10N4 in the gas phase. Source: the Open Molecules 2025 dataset; level of theory: the ωB97M-V functional and the def2-TZVPD basis.

Summary:
* SMILES: [H]/N=N/N(N)C(C)C
* Kohn-Sham gap: 10.015 eV
* F_max: 0.0748 hartree/bohr
* net charge: 0
* energy relative to the best compared isomer or geometry (same formula, charge and spin): 70.5 kcal/mol
* HOMO level: -8.89 eV

```
17
C3H10N4 (the ωB97M-V functional and the def2-TZVPD basis)
H 2.02097 -2.85724 -0.64584
N 1.30680 -2.13413 -0.44736
N 1.81087 -1.07239 -0.09431
N 0.89078 0.08717 0.28585
N 1.59774 1.27080 0.30246
C -0.43032 0.01858 -0.27948
C -1.16690 1.51682 -0.14728
C -1.33255 -0.97779 0.43880
H 2.29001 1.20200 1.04525
H 2.11010 1.34984 -0.57629
H -0.36633 -0.19930 -1.35096
H -1.21067 1.82839 0.89902
H -2.17718 1.42802 -0.55375
H -0.62551 2.25503 -0.74221
H -1.33211 -0.79537 1.51745
H -2.36303 -0.90740 0.07602
H -1.02268 -2.01303 0.27263
```

---

[8]
C5H6O in the gas phase. Source: the Open Molecules 2025 dataset; level of theory: the ωB97M-V functional and the def2-TZVPD basis.

Summary:
* SMILES: C1=C[C@H]2O[C@H]2C1
* Kohn-Sham gap: 10.622 eV
* F_max: 0.0062 hartree/bohr
* net charge: 0
* energy relative to the best compared isomer or geometry (same formula, charge and spin): 33.3 kcal/mol
* HOMO level: -9.45 eV

```
12
C5H6O (the ωB97M-V functional and the def2-TZVPD basis)
C 0.43859 1.13453 -0.40603
C -0.80969 1.07932 0.06185
C -1.13708 -0.31526 0.49779
O -1.01167 -1.32976 -0.50997
C 0.09954 -1.09515 0.34213
C 1.13130 -0.21187 -0.34902
H 0.91879 2.01940 -0.81480
H -1.49059 1.91935 0.15333
H -1.92162 -0.52572 1.22123
H 0.38967 -1.89521 1.02238
H 2.10981 -0.17167 0.14238
H 1.28294 -0.60796 -1.36128
```